1.
4 unconnected molecules or ions with the total composition C42H90Cl2N8O6P at a distorted geometry. Source: OMol25; level of theory: ωB97M-V with the def2-TZVPD basis set.

HOMO (alpha / beta) in eV: -8.111 / -8.651
Maximum force in hartree/bohr: 0.026
Relative energy (zero: lowest compared OMol25 entry of this formula, charge and spin) in kJ/mol: 0.00

```
! wB97M-V def2-TZVPD RIJCOSX def2/J DEFGRID3
* xyz 0 4
C -4.77 4.99 -3.38
C -4.13 3.63 -3.11
C -2.66 3.53 -3.52
C -1.72 4.48 -2.75
C -0.98 3.85 -1.55
C -0.31 2.51 -1.85
C 1.17 2.38 -1.42
C 1.31 2.76 0.07
C 0.35 2.00 1.01
O -0.70 2.84 1.46
C 1.12 1.36 2.22
N 1.05 2.08 3.48
C 1.67 0.94 -1.55
C 1.34 0.09 -2.81
N 2.29 -1.03 -2.71
N 1.49 0.79 -4.06
N 0.02 -0.53 -2.79
O 1.86 3.24 -2.35
C 3.02 3.99 -2.02
C 4.22 3.21 -1.48
C 2.68 5.21 -1.15
N 3.50 6.37 -1.55
Cl 2.80 7.83 -0.94
P 3.69 4.66 -3.69
O 3.89 3.21 -4.44
Cl 1.90 5.31 -4.50
H -5.82 4.96 -3.11
H -4.30 5.79 -2.82
H -4.73 5.21 -4.45
H -4.67 2.89 -3.71
H -4.26 3.33 -2.07
H -2.60 3.77 -4.58
H -2.35 2.49 -3.43
H -1.00 4.95 -3.41
H -2.33 5.29 -2.34
H -1.69 3.73 -0.73
H -0.26 4.58 -1.20
H -0.88 1.67 -1.46
H -0.30 2.39 -2.93
H 1.14 3.82 0.22
H 2.33 2.55 0.40
H -0.13 1.18 0.49
H -0.34 3.67 1.76
H 0.68 0.38 2.40
H 2.16 1.17 1.97
H 1.34 3.04 3.41
H 0.12 2.04 3.87
H 1.36 0.34 -0.69
H 2.76 0.96 -1.48
H 3.23 -0.67 -2.83
H 2.12 -1.63 -3.52
H 0.64 1.23 -4.38
H 2.22 1.48 -3.99
H -0.68 0.10 -3.14
H -0.20 -0.75 -1.83
H 5.13 3.79 -1.70
H 4.19 3.11 -0.40
H 4.34 2.25 -1.97
H 2.86 4.97 -0.10
H 1.64 5.47 -1.32
H 4.40 6.31 -1.10
H 3.18 3.02 -5.07
C -0.07 -6.71 -5.18
C 1.23 -6.23 -4.51
C 1.81 -7.34 -3.62
C 1.01 -7.55 -2.33
C 0.86 -6.24 -1.56
C 0.26 -5.11 -2.40
N 1.01 -5.00 -3.69
O 2.09 -4.32 -3.56
C -1.24 -5.36 -2.64
C 0.36 -3.79 -1.66
C 2.20 -5.91 -5.63
H -0.77 -7.19 -4.50
H -0.58 -5.88 -5.66
H 0.17 -7.44 -5.95
H 2.84 -7.07 -3.35
H 1.86 -8.26 -4.19
H 0.04 -7.99 -2.55
H 1.53 -8.28 -1.70
H 0.23 -6.39 -0.68
H 1.84 -5.92 -1.20
H -1.62 -4.70 -3.42
H -1.79 -5.16 -1.72
H -1.48 -6.39 -2.92
H 1.38 -3.55 -1.37
H -0.24 -3.84 -0.75
H -0.01 -2.97 -2.27
H 1.84 -5.08 -6.24
H 2.31 -6.79 -6.27
H 3.19 -5.64 -5.25
C 2.58 -4.73 2.04
C 3.41 -3.43 1.95
C 4.90 -3.74 2.12
C 5.28 -4.10 3.56
C 4.82 -3.01 4.53
C 3.33 -2.68 4.41
N 2.98 -2.43 2.98
O 3.30 -1.23 2.63
C 2.48 -3.82 5.01
C 3.01 -1.43 5.21
C 3.14 -2.86 0.56
H 2.85 -5.36 2.88
H 1.52 -4.50 2.11
H 2.75 -5.32 1.14
H 5.48 -2.87 1.81
H 5.16 -4.55 1.44
H 4.86 -5.06 3.84
H 6.36 -4.21 3.63
H 5.03 -3.31 5.56
H 5.40 -2.10 4.34
H 1.43 -3.70 4.73
H 2.55 -3.79 6.09
H 2.80 -4.81 4.71
H 3.62 -0.58 4.92
H 3.20 -1.63 6.27
H 1.96 -1.15 5.10
H 2.09 -2.60 0.45
H 3.39 -3.61 -0.19
H 3.74 -1.98 0.35
C -6.23 2.07 1.83
C -4.90 2.54 2.45
C -4.40 1.54 3.49
C -5.21 1.56 4.78
C -5.28 2.97 5.36
C -5.80 4.01 4.36
N -5.04 3.89 3.08
O -3.92 4.51 3.14
C -7.31 3.83 4.14
C -5.60 5.41 4.92
C -3.90 2.65 1.31
H -6.96 1.73 2.56
H -6.68 2.86 1.24
H -6.04 1.22 1.18
H -3.36 1.76 3.72
H -4.42 0.54 3.04
H -6.22 1.16 4.61
H -4.75 0.89 5.51
H -5.92 2.99 6.25
H -4.28 3.27 5.69
H -7.65 4.41 3.28
H -7.85 4.20 5.02
H -7.62 2.80 4.01
H -4.57 5.60 5.19
H -6.21 5.52 5.82
H -5.92 6.17 4.20
H -4.21 3.40 0.58
H -3.84 1.69 0.79
H -2.90 2.89 1.65
*
```

Atomic partial charges in e from the Löwdin method, atoms 1 to 99:
1. C -0.1111
2. C -0.2639
3. C -0.2104
4. C -0.1833
5. C -0.1592
6. C -0.1138
7. C -0.4008
8. C -0.0700
9. C -0.3280
10. O -0.0430
11. C -0.2192
12. N 0.0168
13. C -0.0465
14. C -0.6500
15. N 0.0916
16. N 0.1123
17. N 0.0990
18. O -0.1494
19. C -0.6493
20. C -0.0673
21. C -0.3094
22. N -0.5130
23. Cl 0.5801
24. P 0.6621
25. O -0.3596
26. Cl 0.2777
27. H 0.0684
28. H 0.0604
29. H 0.0742
30. H 0.1027
31. H 0.0946
32. H 0.1101
33. H 0.0916
34. H 0.0868
35. H 0.0969
36. H 0.1019
37. H 0.0941
38. H 0.1145
39. H 0.0941
40. H 0.1028
41. H 0.1054
42. H 0.1260
43. H 0.0922
44. H 0.1113
45. H 0.0980
46. H 0.0638
47. H 0.0632
48. H 0.1178
49. H 0.1073
50. H 0.0735
51. H 0.0689
52. H 0.0678
53. H 0.0444
54. H 0.0640
55. H 0.0737
56. H 0.0752
57. H 0.0813
58. H 0.0753
59. H 0.1076
60. H 0.0852
61. H 0.0579
62. H 0.0250
63. C -0.0309
64. C -0.4938
65. C -0.1316
66. C -0.1698
67. C -0.1319
68. C -0.4816
69. N -0.0900
70. O -0.0266
71. C -0.0287
72. C -0.0506
73. C -0.0446
74. H 0.0566
75. H 0.0940
76. H 0.0855
77. H 0.1246
78. H 0.1240
79. H 0.1019
80. H 0.1117
81. H 0.1252
82. H 0.1135
83. H 0.0948
84. H 0.0850
85. H 0.0571
86. H 0.0427
87. H 0.0913
88. H 0.0644
89. H 0.0934
90. H 0.0863
91. H 0.0786
92. C -0.0261
93. C -0.4845
94. C -0.1296
95. C -0.1715
96. C -0.1326
97. C -0.4929
98. N -0.0873
99. O -0.0341



2.
17 unconnected molecules or ions with the total composition C42H92Cl26O8 at a distorted geometry. Source: OMol25; level of theory: ωB97M-V with the def2-TZVPD basis set.

HOMO in eV: -9.516
Maximum force in hartree/bohr: 0.052

```
! wB97M-V def2-TZVPD RIJCOSX def2/J DEFGRID3
* xyz 0 1
C 0.26 -9.99 -5.92
O 0.21 -10.35 -4.58
C 1.39 -9.91 -3.83
C 1.08 -8.52 -3.19
O 1.02 -7.55 -4.19
C 0.83 -6.21 -3.67
H 0.79 -10.71 -6.54
H 0.53 -8.98 -6.23
H -0.79 -9.97 -6.20
H 2.27 -10.15 -4.42
H 1.61 -10.63 -3.05
H 1.83 -8.27 -2.44
H 0.08 -8.59 -2.76
H 1.47 -6.04 -2.81
H -0.18 -5.87 -3.43
H 1.16 -5.60 -4.51
C -10.10 6.16 2.99
O -9.70 4.80 3.16
C -9.23 4.18 1.92
C -8.76 2.83 2.31
O -7.73 2.48 1.42
C -6.96 1.35 1.87
H -10.94 6.24 2.30
H -9.29 6.74 2.54
H -10.43 6.61 3.93
H -8.40 4.79 1.57
H -9.98 3.99 1.15
H -9.58 2.15 2.14
H -8.52 2.74 3.37
H -7.56 0.56 2.33
H -6.13 1.74 2.46
H -6.50 0.99 0.94
C -1.46 1.26 -1.25
O -0.25 0.75 -0.73
C 0.85 1.59 -0.49
C 1.86 0.62 0.03
O 2.17 -0.41 -0.88
C 3.10 -1.29 -0.40
H -1.35 1.46 -2.31
H -1.83 2.05 -0.59
H -2.23 0.50 -1.31
H 0.65 2.38 0.23
H 1.07 2.10 -1.43
H 1.62 0.23 1.02
H 2.74 1.27 0.05
H 2.63 -1.84 0.42
H 4.09 -0.88 -0.18
H 3.39 -1.94 -1.23
C 0.17 4.60 6.27
O -0.87 5.40 6.87
C -1.69 6.02 5.88
C -2.44 5.14 4.86
O -3.85 5.59 4.62
C -4.79 4.73 3.98
H 0.65 5.24 5.54
H -0.21 3.67 5.84
H 0.87 4.36 7.06
H -1.11 6.73 5.29
H -2.42 6.73 6.27
H -2.38 4.08 5.14
H -1.94 5.12 3.90
H -4.35 4.30 3.08
H -5.66 5.28 3.62
H -5.05 3.94 4.69
Cl 0.95 -5.18 -0.02
C 1.85 -6.06 1.16
C 2.63 -5.18 2.18
Cl 4.09 -4.43 1.54
H 2.59 -6.71 0.69
H 1.11 -6.68 1.66
H 3.00 -5.76 3.02
H 2.09 -4.38 2.70
Cl 4.11 1.24 -6.43
C 3.49 2.16 -5.03
C 3.42 1.40 -3.76
Cl 5.01 0.92 -3.27
H 2.43 2.36 -5.16
H 3.95 3.14 -4.92
H 2.71 0.60 -3.98
H 2.97 2.04 -3.01
Cl 2.54 5.00 2.28
C 3.96 5.12 3.42
C 5.28 5.63 2.86
Cl 6.54 5.38 4.14
H 4.23 4.14 3.83
H 3.78 5.77 4.28
H 5.19 6.70 2.65
H 5.66 5.11 1.98
Cl 2.26 -2.44 4.94
C 3.74 -1.93 4.14
C 4.84 -2.81 4.82
Cl 6.35 -2.65 3.99
H 3.86 -0.87 4.36
H 3.59 -2.09 3.08
H 4.48 -3.81 4.56
H 4.90 -2.61 5.89
Cl 7.45 -4.86 -1.22
C 7.57 -3.28 -0.34
C 7.51 -2.14 -1.40
Cl 8.07 -0.66 -0.52
H 8.54 -3.29 0.17
H 6.77 -3.24 0.40
H 6.49 -2.03 -1.75
H 8.19 -2.15 -2.25
Cl -7.08 -0.61 -5.79
C -5.55 -1.12 -5.18
C -5.73 -2.18 -4.04
Cl -6.34 -1.39 -2.59
H -4.87 -0.31 -4.94
H -5.02 -1.54 -6.03
H -4.74 -2.56 -3.78
H -6.39 -2.99 -4.37
Cl 5.49 2.03 2.58
C 6.33 1.63 0.97
C 6.56 2.87 0.15
Cl 5.01 3.63 -0.33
H 5.73 0.89 0.44
H 7.28 1.21 1.29
H 7.06 2.62 -0.79
H 7.29 3.58 0.55
Cl 0.26 5.60 -0.73
C -1.39 5.45 -1.36
C -1.41 5.53 -2.96
Cl -0.41 4.18 -3.79
H -1.92 6.32 -0.97
H -1.84 4.62 -0.83
H -0.81 6.42 -3.13
H -2.43 5.60 -3.35
Cl 6.26 -3.24 -7.54
C 5.67 -4.04 -6.08
C 4.55 -3.36 -5.35
Cl 5.06 -2.21 -4.06
H 6.44 -4.48 -5.44
H 5.25 -4.96 -6.48
H 3.84 -4.03 -4.87
H 3.94 -2.83 -6.08
Cl -4.66 3.16 -3.37
C -5.92 4.25 -2.73
C -6.14 3.97 -1.34
Cl -4.70 4.37 -0.45
H -6.79 4.03 -3.35
H -5.68 5.29 -2.96
H -6.32 2.90 -1.18
H -6.99 4.53 -0.96
Cl -0.05 -1.96 2.39
C -1.49 -2.29 1.43
C -2.76 -1.84 2.02
Cl -3.07 -2.92 3.39
H -1.48 -3.32 1.08
H -1.42 -1.63 0.56
H -3.57 -1.97 1.30
H -2.78 -0.81 2.37
Cl -1.61 -3.63 -4.39
C -0.74 -2.95 -3.04
C 0.53 -2.27 -3.54
Cl 0.08 -0.87 -4.56
H -0.34 -3.76 -2.43
H -1.39 -2.29 -2.47
H 1.20 -2.95 -4.08
H 1.10 -1.81 -2.74
Cl -0.44 1.24 8.13
C -0.40 -0.03 6.84
C -0.70 0.67 5.50
Cl -2.32 1.29 5.54
H -1.08 -0.87 7.05
H 0.61 -0.42 6.72
H -0.68 -0.13 4.76
H -0.04 1.48 5.18
*
```

Atomic partial charges in e from the Löwdin method, atoms 1 to 99:
1. C -0.1527
2. O -0.1787
3. C -0.1531
4. C -0.2070
5. O -0.1904
6. C -0.0980
7. H 0.0846
8. H 0.0815
9. H 0.0874
10. H 0.1216
11. H 0.1118
12. H 0.1155
13. H 0.1303
14. H 0.0515
15. H 0.0498
16. H 0.0806
17. C -0.1122
18. O -0.1917
19. C -0.1766
20. C -0.2385
21. O -0.2098
22. C -0.0726
23. H 0.0799
24. H 0.0802
25. H 0.0869
26. H 0.1198
27. H 0.1297
28. H 0.1250
29. H 0.1332
30. H 0.0929
31. H 0.0837
32. H 0.0782
33. C -0.1013
34. O -0.2123
35. C -0.1853
36. C -0.1925
37. O -0.1897
38. C -0.1409
39. H 0.0668
40. H 0.0830
41. H 0.0755
42. H 0.1195
43. H 0.1121
44. H 0.1127
45. H 0.1104
46. H 0.0651
47. H 0.0775
48. H 0.0751
49. C -0.0861
50. O -0.1742
51. C -0.2042
52. C -0.1482
53. O -0.2130
54. C -0.1073
55. H 0.0826
56. H 0.0495
57. H 0.0873
58. H 0.1118
59. H 0.1247
60. H 0.0641
61. H 0.1144
62. H 0.0655
63. H 0.0818
64. H 0.0826
65. Cl 0.6153
66. C -0.6725
67. C -0.6363
68. Cl 0.5899
69. H 0.0695
70. H 0.0706
71. H 0.0686
72. H 0.0240
73. Cl 0.5424
74. C -0.6805
75. C -0.7118
76. Cl 0.5654
77. H 0.0680
78. H 0.0816
79. H 0.0537
80. H 0.0692
81. Cl 0.4897
82. C -0.6708
83. C -0.6365
84. Cl 0.5309
85. H 0.0080
86. H 0.0658
87. H 0.0738
88. H 0.0105
89. Cl 0.5751
90. C -0.6450
91. C -0.7205
92. Cl 0.5809
93. H 0.0667
94. H 0.0279
95. H 0.0309
96. H 0.0762
97. Cl 0.5070
98. C -0.6255
99. C -0.6086



3.
5 unconnected molecules or ions with the total composition C42H93BCl2FIN3O14 at a distorted geometry. Source: OMol25; level of theory: ωB97M-V with the def2-TZVPD basis set.

HOMO in eV: -10.127
Maximum force in hartree/bohr: 0.057

```
! wB97M-V def2-TZVPD RIJCOSX def2/J DEFGRID3
* xyz 1 1
C -1.16 -1.23 2.34
C -1.17 -1.29 0.78
N -2.46 -1.40 0.06
C -3.67 -0.76 0.67
C -3.54 0.63 1.36
C -4.68 1.61 0.85
Cl -3.81 0.52 3.18
C -2.92 -2.84 -0.19
I -2.88 -4.12 1.56
C -2.25 -3.60 -1.38
B -2.05 -5.21 -1.16
O -0.79 -5.68 -0.71
N -3.08 -6.24 -1.45
C -2.84 -6.61 -2.89
C -4.46 -5.74 -1.39
N -0.95 -3.08 -1.85
F -0.74 -3.76 -3.05
C -1.09 -1.62 -2.14
C 0.35 -1.04 -2.05
C 1.27 -1.39 -3.28
C 2.76 -1.12 -2.78
Cl 1.01 -0.26 -4.68
C -2.23 -0.90 -1.37
C -2.10 0.64 -1.51
C -1.93 1.05 -3.04
C -2.70 2.37 -3.36
O -4.08 2.32 -3.01
C -4.90 1.87 -4.08
H -0.97 -0.20 2.70
H -0.34 -1.86 2.73
H -2.09 -1.57 2.83
H -0.58 -2.20 0.52
H -0.52 -0.46 0.43
H -4.40 -0.61 -0.17
H -4.21 -1.42 1.37
H -2.53 1.08 1.24
H -5.03 2.21 1.72
H -4.17 2.35 0.19
H -5.51 1.08 0.36
H -4.00 -2.75 -0.45
H -2.96 -3.54 -2.26
H -0.94 -6.56 -0.38
H -3.16 -5.77 -3.56
H -1.74 -6.72 -3.04
H -3.38 -7.52 -3.19
H -4.82 -5.58 -0.35
H -5.11 -6.55 -1.80
H -4.67 -4.84 -2.02
H -1.37 -1.58 -3.22
H 0.85 -1.52 -1.18
H 0.44 0.05 -1.89
H 1.24 -2.45 -3.57
H 3.15 -0.15 -3.12
H 2.86 -1.23 -1.69
H 3.38 -1.93 -3.24
H -3.19 -1.13 -1.90
H -1.20 1.06 -1.00
H -2.98 1.22 -1.17
H -0.87 1.18 -3.32
H -2.44 0.24 -3.61
H -2.64 2.54 -4.46
H -2.18 3.23 -2.89
H -4.35 1.37 -4.90
H -5.54 2.71 -4.42
H -5.60 1.11 -3.66
C 4.45 4.14 3.11
O 4.81 3.83 1.78
C 5.74 2.76 1.68
C 5.39 1.84 0.52
O 4.22 1.04 0.72
C 2.96 1.70 0.74
C 2.52 2.29 -0.59
O 3.28 3.43 -0.93
C 3.63 3.50 -2.30
H 5.22 4.76 3.58
H 3.51 4.69 3.09
H 4.29 3.23 3.71
H 5.79 2.18 2.60
H 6.73 3.21 1.49
H 6.21 1.12 0.42
H 5.34 2.38 -0.42
H 2.92 2.43 1.54
H 2.24 0.92 1.00
H 1.47 2.61 -0.51
H 2.58 1.52 -1.37
H 3.97 2.52 -2.67
H 4.46 4.20 -2.40
H 2.79 3.86 -2.89
C 10.45 2.25 3.33
O 9.75 3.47 3.41
C 9.23 3.75 4.71
C 9.42 5.22 5.06
O 10.77 5.62 5.31
C 11.67 5.64 4.20
C 11.38 6.71 3.16
O 10.22 6.40 2.41
C 9.39 7.52 2.15
H 9.74 1.41 3.24
H 11.08 2.28 2.45
H 11.09 2.09 4.21
H 9.72 3.13 5.47
H 8.16 3.52 4.70
H 8.90 5.39 6.01
H 8.95 5.87 4.33
H 11.76 4.66 3.75
H 12.64 5.87 4.64
H 12.22 6.76 2.46
H 11.29 7.68 3.66
H 9.28 8.15 3.04
H 8.41 7.15 1.86
H 9.80 8.11 1.32
C -5.67 0.54 5.66
O -5.17 0.66 6.98
C -3.88 1.23 7.06
C -3.77 2.21 8.22
O -4.49 3.42 8.06
C -5.92 3.37 8.09
C -6.53 3.00 9.43
O -6.31 1.64 9.75
C -5.98 1.41 11.11
H -5.24 -0.34 5.18
H -6.75 0.44 5.72
H -5.45 1.44 5.07
H -3.62 1.75 6.13
H -3.16 0.41 7.21
H -2.72 2.51 8.29
H -4.01 1.73 9.17
H -6.29 2.73 7.29
H -6.24 4.38 7.85
H -7.61 3.16 9.38
H -6.11 3.66 10.20
H -5.25 2.15 11.47
H -5.52 0.43 11.18
H -6.88 1.44 11.73
C -2.46 -4.18 -6.27
O -3.11 -5.18 -7.01
C -4.32 -4.75 -7.61
C -4.47 -5.29 -9.03
O -3.58 -4.72 -9.99
C -2.20 -5.03 -9.89
C -1.83 -6.48 -10.18
O -2.26 -7.34 -9.14
C -2.80 -8.56 -9.61
H -2.92 -4.09 -5.27
H -1.41 -4.48 -6.15
H -2.48 -3.22 -6.78
H -4.38 -3.65 -7.64
H -5.15 -5.13 -7.00
H -5.47 -5.02 -9.37
H -4.43 -6.38 -9.05
H -1.79 -4.70 -8.93
H -1.71 -4.41 -10.65
H -0.74 -6.56 -10.25
H -2.26 -6.77 -11.14
H -3.48 -8.41 -10.46
H -3.38 -9.00 -8.80
H -2.00 -9.25 -9.89
*
```

Atomic partial charges in e from the Löwdin method, atoms 1 to 99:
1. C -0.1174
2. C -0.1731
3. N -0.1916
4. C -0.1653
5. C -0.5985
6. C -0.0948
7. Cl 0.6875
8. C -0.5204
9. I 1.2039
10. C -0.2117
11. B -0.6751
12. O 0.1071
13. N -0.1089
14. C -0.0576
15. C -0.1265
16. N -0.0469
17. F -0.0017
18. C -0.2105
19. C -0.1814
20. C -0.6497
21. C -0.1213
22. Cl 0.6115
23. C -0.1805
24. C -0.1101
25. C -0.1389
26. C -0.2276
27. O -0.2089
28. C -0.0932
29. H 0.0768
30. H 0.0939
31. H 0.0080
32. H 0.1300
33. H 0.1255
34. H 0.1352
35. H 0.1101
36. H 0.0972
37. H 0.0664
38. H 0.0805
39. H 0.0883
40. H 0.1083
41. H 0.1435
42. H 0.1075
43. H 0.0800
44. H 0.1021
45. H 0.1024
46. H 0.0606
47. H 0.1015
48. H 0.0864
49. H 0.1561
50. H 0.1133
51. H 0.0994
52. H 0.0982
53. H 0.0518
54. H 0.0764
55. H 0.0859
56. H 0.1679
57. H 0.1168
58. H 0.0929
59. H 0.0762
60. H 0.1166
61. H 0.1263
62. H 0.1351
63. H 0.0931
64. H 0.0976
65. H 0.0901
66. C -0.1085
67. O -0.2009
68. C -0.1877
69. C -0.1678
70. O -0.1241
71. C -0.1788
72. C -0.2043
73. O -0.1899
74. C -0.0974
75. H 0.0870
76. H 0.0875
77. H 0.0859
78. H 0.1236
79. H 0.1309
80. H 0.1297
81. H 0.1134
82. H 0.1151
83. H 0.1142
84. H 0.1214
85. H 0.0973
86. H 0.0820
87. H 0.0944
88. H 0.0889
89. C -0.1115
90. O -0.2086
91. C -0.1932
92. C -0.1797
93. O -0.1198
94. C -0.1739
95. C -0.1922
96. O -0.2044
97. C -0.1128
98. H 0.0853
99. H 0.0889



Number 2 is which compound?
C42H92Cl26O8



The lowest maximum force belongs to which entry?
C42H90Cl2N8O6P



Which of these has the lowest maximum force?
C42H90Cl2N8O6P



Look up the maximum force of the third one.
0.057 hartree/bohr